Computed, not measured: a structure of composition C25H31Cl2NO4Ru at a distorted geometry, with ωB97M-V/def2-TZVPD.

```
64
Properties=species:S:1:pos:R:3:nbo_charge:R:1
C 1.85 -2.99 -2.13 0.029
C 2.91 -2.31 -1.52 -0.066
C 2.74 -0.93 -1.69 0.077
C 4.15 -2.97 -1.02 -0.635
C 1.52 -0.70 -2.40 -0.150
C 1.00 -2.01 -2.78 -0.161
C 0.23 -2.27 -4.03 -0.650
C 1.72 -4.45 -2.23 -0.651
C 3.77 0.09 -1.38 -0.647
C 1.13 0.58 -3.03 -0.638
Ru -0.29 -1.57 -1.15 1.428
Cl 2.64 -2.98 2.56 -0.982
Cl 0.05 -3.01 0.77 -0.490
O -1.49 -0.11 -1.51 -0.950
H 3.90 -3.84 -0.41 0.247
H 4.71 -2.28 -0.38 0.222
H 4.81 -3.29 -1.84 0.174
H 4.12 -0.03 -0.34 0.239
H 3.37 1.10 -1.51 0.207
H 4.64 -0.03 -2.04 0.198
H 1.50 1.42 -2.42 0.210
H 0.04 0.67 -3.09 0.247
H 1.55 0.67 -4.04 0.177
H -0.17 -1.34 -4.45 0.206
H -0.64 -2.88 -3.74 0.269
H 0.80 -2.80 -4.79 0.185
H 1.96 -4.92 -1.26 0.244
H 2.42 -4.85 -2.97 0.191
H 0.70 -4.73 -2.50 0.221
H -1.90 0.08 -0.62 0.490
O -1.67 -2.49 -2.17 -0.942
H -2.38 -1.90 -2.41 0.471
C -4.45 2.22 0.07 -0.634
C -3.04 2.74 0.14 -0.022
C -2.41 3.18 -1.01 -0.221
C -1.08 3.61 -1.00 -0.207
C -0.37 3.53 0.18 -0.230
C -0.97 2.99 1.32 0.153
N -0.14 2.72 2.41 -0.620
C -0.14 1.61 3.25 0.166
C 0.18 1.79 4.60 -0.222
C -0.04 0.75 5.51 -0.233
C -0.55 -0.48 5.07 -0.240
C -0.78 -0.70 3.71 -0.135
C -0.49 0.32 2.81 -0.143
C -0.72 -0.02 1.38 0.790
O -1.92 -0.22 1.06 -0.758
O 0.28 -0.14 0.57 -0.698
C -2.35 2.72 1.35 0.044
C -3.06 2.36 2.61 -0.669
H -4.51 1.17 0.37 0.238
H -5.14 2.79 0.71 0.196
H -4.82 2.29 -0.96 0.203
H -2.98 3.18 -1.94 0.193
H -0.61 3.96 -1.90 0.200
H 0.68 3.82 0.24 0.200
H 0.60 3.39 2.60 0.379
H 0.57 2.76 4.93 0.182
H 0.18 0.90 6.56 0.191
H -0.75 -1.30 5.75 0.202
H -1.12 -1.65 3.30 0.250
H -3.19 1.27 2.70 0.258
H -2.54 2.71 3.51 0.220
H -4.07 2.80 2.63 0.194
```

The expectation value of S² is 6.0405. The largest force on an atom is 3.28 eV Å⁻¹. As for the spin multiplicity: 5. The value obtained for the HOMO energy (spin up / spin down) is -0.755 / -0.796 eV. The net charge is -2. Its lowest unoccupied orbital energy (spin up / spin down) is 4.75 / 4.75 eV. Its energy above the lowest of the compared OMol25 structures with the same formula, charge and spin is 0.0 kJ/mol.